Entry 1:
Entry from the Open Molecules 2025 dataset: a structure of composition C2H5NOS at a distorted geometry (the ωB97M-V functional and the def2-TZVPD basis).

Its total charge is 0. The spin multiplicity is 1. As for the energy relative to the best compared isomer or geometry (same formula, charge and spin): 66.34 kcal/mol. For the frontier orbital gap, the calculation gives 9.18 eV. For the HOMO energy, the calculation gives -8.61 eV.

Positions of all 10 atoms, in Å:
C: -0.1881 1.6742 0.2086
C: 0.0947 -0.6480 0.0792
H: 0.0890 2.4683 -0.7087
H: -1.0197 1.7379 0.9497
H: 0.8553 1.4312 1.0094
H: -0.3452 -1.7525 -1.6153
H: 0.4040 -2.7651 -0.4229
N: -0.3797 -1.8680 -0.5267
O: -0.3732 0.4344 -0.5770
S: 0.8628 -0.7123 1.6038

Table of Löwdin atomic charges, one value per atom, all in e: atom 1 (C): -0.12, atom 2 (C): -0.89, atom 3 (H): 0.14, atom 4 (H): 0.08, atom 5 (H): 0.07, atom 6 (H): 0.12, atom 7 (H): 0.18, atom 8 (N): 0.00, atom 9 (O): -0.18, atom 10 (S): 0.61

Entry 2:
Entry from the Open Molecules 2025 dataset: a cluster of 7 separate species, C55H127F4N3O10P3S4 in total at a distorted geometry (the ωB97M-V functional and the def2-TZVPD basis).

Its total charge is +1. The spin multiplicity is 1. As for the energy relative to the best compared isomer or geometry (same formula, charge and spin): 123.46 kcal/mol. For the frontier orbital gap, the calculation gives 5.00 eV. For the HOMO energy, the calculation gives -7.26 eV.

Positions of all 206 atoms, in Å:
C: 6.2857 -16.0746 13.8864
C: 7.8515 -15.9028 14.1791
C: 8.6330 -17.1424 13.7685
O: 8.3437 -14.6792 13.7728
H: 5.6310 -15.4925 14.5350
H: 5.8988 -17.0932 13.8573
H: 6.0688 -15.7200 12.8788
H: 7.8685 -16.0126 15.2634
H: 9.4684 -16.9708 13.0897
H: 7.9675 -17.8279 13.2438
H: 9.1097 -17.6221 14.6234
C: 13.5968 -11.5153 14.6652
C: 13.6374 -12.1780 16.0432
C: 12.8818 -11.4655 17.1455
O: 13.0305 -10.0283 17.0381
C: 13.8906 -9.3480 17.9781
N: 13.0034 -13.6029 15.8530
H: 13.0374 -14.0911 16.7365
H: 12.0376 -13.5399 15.5644
H: 13.5914 -14.0617 15.1719
H: 14.2182 -12.0328 13.9343
H: 13.9517 -10.4847 14.6621
H: 12.6380 -11.5714 14.1497
H: 14.6214 -12.4334 16.4364
H: 13.1455 -11.8128 18.1444
H: 11.8140 -11.6673 17.2301
H: 13.4903 -9.5914 18.9623
H: 13.8043 -8.2792 17.7824
H: 14.9128 -9.7130 17.8778
C: 2.6912 -12.8296 13.5567
C: 2.5431 -11.4540 14.1323
C: 3.8344 -11.0541 14.9121
C: 5.0428 -10.5696 14.0012
P: 6.2461 -9.5057 14.8175
C: 6.7530 -10.1246 16.4473
C: 7.5454 -8.9984 17.2013
C: 7.9780 -9.4723 18.6141
C: 8.8237 -8.3657 19.2906
C: 7.6130 -9.2424 13.7297
C: 8.4856 -7.9914 13.9821
C: 9.3763 -7.6482 12.8254
C: 10.1827 -6.3333 12.9929
C: 5.2536 -7.8620 15.0879
C: 4.8147 -7.1053 13.8081
C: 3.8122 -5.9829 14.1270
C: 4.4460 -4.8923 14.9708
H: 1.9364 -13.1357 12.8325
H: 2.6421 -13.5687 14.3564
H: 3.5419 -13.0640 12.9168
H: 1.6337 -11.3855 14.7293
H: 2.3515 -10.6905 13.3784
H: 4.1450 -11.8696 15.5652
H: 3.6756 -10.3029 15.6857
H: 4.8347 -10.1460 13.0187
H: 5.6260 -11.4860 13.9107
H: 7.3486 -11.0355 16.3860
H: 5.9216 -10.4082 17.0926
H: 6.8844 -8.1430 17.3408
H: 8.4522 -8.7612 16.6450
H: 8.6655 -10.3129 18.5198
H: 7.0875 -9.8252 19.1343
H: 8.1281 -7.6068 19.6488
H: 9.4633 -7.8423 18.5800
H: 9.3733 -8.8150 20.1178
H: 7.0276 -8.9172 12.8696
H: 8.1620 -10.1592 13.5153
H: 9.1618 -8.1321 14.8254
H: 7.9171 -7.1294 14.3315
H: 8.7416 -7.4685 11.9576
H: 10.0943 -8.4405 12.6136
H: 9.5943 -5.4290 13.1482
H: 10.5759 -6.1546 11.9921
H: 10.9589 -6.4532 13.7487
H: 5.9122 -7.1900 15.6381
H: 4.4817 -8.0868 15.8239
H: 4.3720 -7.7879 13.0827
H: 5.6972 -6.7112 13.3041
H: 3.0810 -6.4261 14.8031
H: 3.3702 -5.6388 13.1920
H: 3.7000 -4.1298 15.1947
H: 5.2757 -4.4860 14.3924
H: 4.8579 -5.2219 15.9246
C: 2.9973 -25.4746 16.3947
C: 3.0456 -23.9750 16.5800
C: 4.4441 -23.3648 16.5542
C: 5.4774 -23.9491 17.5293
P: 7.1544 -23.0971 17.7568
C: 7.8378 -22.5577 16.1982
C: 7.8988 -23.5656 15.1181
C: 8.4237 -22.9780 13.7586
C: 9.8951 -22.5627 13.7817
C: 7.0265 -21.5527 18.7426
C: 6.4492 -20.3323 18.0145
C: 5.9787 -19.2676 19.0116
C: 5.5387 -17.8808 18.5530
C: 8.4141 -24.1966 18.5424
C: 9.8191 -23.6481 18.8550
C: 10.9469 -24.5162 18.4090
C: 11.0314 -24.6164 16.9540
H: 3.5823 -26.0606 17.1035
H: 3.4917 -25.7434 15.4612
H: 2.0019 -25.9155 16.4467
H: 2.5125 -23.7334 17.4995
H: 2.3870 -23.5286 15.8350
H: 4.2998 -22.3651 16.9640
H: 4.8670 -23.2575 15.5554
H: 5.7255 -24.8804 17.0200
H: 5.2094 -24.2140 18.5521
H: 8.7901 -22.0889 16.4461
H: 7.2691 -21.6825 15.8841
H: 6.8781 -23.9246 14.9864
H: 8.4645 -24.4534 15.4008
H: 7.7587 -22.1761 13.4378
H: 8.2025 -23.6493 12.9289
H: 10.1049 -21.7427 14.4685
H: 10.2660 -22.3458 12.7799
H: 10.3593 -23.4863 14.1274
H: 8.0255 -21.2181 19.0221
H: 6.4825 -21.7027 19.6752
H: 5.5747 -20.6996 17.4774
H: 7.1220 -19.9436 17.2501
H: 6.8226 -19.1412 19.6899
H: 5.2233 -19.8448 19.5449
H: 6.3803 -17.3010 18.1740
H: 5.1002 -17.3346 19.3882
H: 4.8266 -17.8239 17.7297
H: 8.4198 -25.1240 17.9698
H: 7.9295 -24.4677 19.4803
H: 9.9013 -23.5242 19.9348
H: 9.9567 -22.6532 18.4314
H: 10.9475 -25.4720 18.9328
H: 11.8260 -23.9879 18.7782
H: 10.1152 -25.0203 16.5232
H: 11.9363 -25.1519 16.6666
H: 11.1609 -23.7305 16.3323
C: 8.3779 -18.9470 8.0259
C: 9.5669 -18.0887 8.3886
C: 9.5590 -16.6667 7.9146
C: 8.3078 -15.8540 8.3717
P: 8.2653 -14.0691 7.9809
C: 9.6826 -13.0832 8.6198
C: 10.9809 -13.3408 7.8232
C: 12.0916 -12.8582 8.6564
C: 13.4348 -13.2608 8.0620
C: 6.7481 -13.2606 8.7477
C: 5.4020 -13.9653 8.5097
C: 4.6575 -13.7814 7.1401
C: 3.1719 -14.0494 7.1087
C: 8.2015 -13.9007 6.1446
C: 8.0056 -12.4547 5.8454
C: 7.8109 -12.3300 4.3218
C: 7.6341 -10.9033 3.8261
H: 7.5701 -18.9232 8.7573
H: 8.6514 -20.0013 8.0679
H: 8.0030 -18.6783 7.0383
H: 10.5044 -18.4948 8.0088
H: 9.7822 -18.0651 9.4568
H: 9.7292 -16.6438 6.8382
H: 10.4417 -16.1709 8.3182
H: 8.1923 -15.8795 9.4552
H: 7.3284 -16.2726 8.1402
H: 9.7309 -13.3358 9.6790
H: 9.3692 -12.0404 8.5700
H: 10.9325 -12.7980 6.8792
H: 11.1499 -14.3909 7.5844
H: 11.9587 -13.2987 9.6446
H: 11.9484 -11.7844 8.7766
H: 13.5607 -12.7714 7.0962
H: 13.5764 -14.3415 8.0657
H: 14.2756 -12.8338 8.6086
H: 6.7422 -12.1827 8.5861
H: 6.9045 -13.3058 9.8255
H: 4.7587 -13.5707 9.2962
H: 5.6105 -15.0009 8.7785
H: 5.1738 -14.3929 6.4001
H: 4.7998 -12.7414 6.8464
H: 2.9100 -15.1050 7.0365
H: 2.7095 -13.4394 6.3327
H: 2.9483 -13.7204 8.1235
H: 7.4530 -14.6237 5.8201
H: 9.1576 -14.3158 5.8258
H: 8.9044 -11.9259 6.1627
H: 7.1761 -11.9620 6.3527
H: 6.8829 -12.8314 4.0468
H: 8.5818 -12.7939 3.7065
H: 7.2372 -10.9053 2.8110
H: 8.5573 -10.3274 3.7618
H: 6.9167 -10.2838 4.3643
N: 12.5398 -15.8353 19.8523
S: 10.8674 -16.1340 19.9868
O: 9.9282 -15.0436 19.7854
O: 10.5716 -17.2038 20.9428
F: 10.7739 -16.9438 18.5988
S: 12.6964 -15.1141 21.2013
O: 13.3029 -15.8354 22.3199
O: 11.8293 -13.9779 21.5180
F: 14.0974 -14.3939 20.7180
N: 15.6530 -16.6507 13.6127
S: 15.4625 -17.9259 12.5148
O: 16.3698 -19.0364 12.7330
O: 14.7817 -17.6642 11.2153
F: 14.2286 -18.3749 13.4129
S: 16.9814 -16.2075 13.0496
O: 17.0107 -15.4112 11.8210
O: 18.1260 -17.0902 13.2816
F: 17.2722 -15.1225 14.2240

Here are the Löwdin charges for atoms 1 to 99, given in e: atom 1 (C): -0.10, atom 2 (C): -0.69, atom 3 (C): -0.10, atom 4 (O): -0.39, atom 5 (H): 0.04, atom 6 (H): 0.04, atom 7 (H): 0.03, atom 8 (H): 0.08, atom 9 (H): 0.05, atom 10 (H): 0.04, atom 11 (H): 0.05, atom 12 (C): -0.03, atom 13 (C): -0.25, atom 14 (C): -0.18, atom 15 (O): -0.22, atom 16 (C): -0.06, atom 17 (N): 0.26, atom 18 (H): 0.16, atom 19 (H): 0.16, atom 20 (H): 0.16, atom 21 (H): 0.09, atom 22 (H): 0.09, atom 23 (H): 0.09, atom 24 (H): 0.16, atom 25 (H): 0.14, atom 26 (H): 0.13, atom 27 (H): 0.09, atom 28 (H): 0.09, atom 29 (H): 0.09, atom 30 (C): -0.12, atom 31 (C): -0.25, atom 32 (C): -0.21, atom 33 (C): -0.26, atom 34 (P): 1.02, atom 35 (C): -0.24, atom 36 (C): -0.24, atom 37 (C): -0.24, atom 38 (C): -0.09, atom 39 (C): -0.25, atom 40 (C): -0.26, atom 41 (C): -0.27, atom 42 (C): -0.09, atom 43 (C): -0.22, atom 44 (C): -0.24, atom 45 (C): -0.25, atom 46 (C): -0.11, atom 47 (H): 0.07, atom 48 (H): 0.08, atom 49 (H): 0.07, atom 50 (H): 0.11, atom 51 (H): 0.10, atom 52 (H): 0.11, atom 53 (H): 0.08, atom 54 (H): 0.09, atom 55 (H): 0.10, atom 56 (H): 0.11, atom 57 (H): 0.10, atom 58 (H): 0.10, atom 59 (H): 0.09, atom 60 (H): 0.11, atom 61 (H): 0.11, atom 62 (H): 0.07, atom 63 (H): 0.07, atom 64 (H): 0.08, atom 65 (H): 0.09, atom 66 (H): 0.12, atom 67 (H): 0.10, atom 68 (H): 0.11, atom 69 (H): 0.11, atom 70 (H): 0.12, atom 71 (H): 0.07, atom 72 (H): 0.07, atom 73 (H): 0.08, atom 74 (H): 0.06, atom 75 (H): 0.10, atom 76 (H): 0.10, atom 77 (H): 0.10, atom 78 (H): 0.11, atom 79 (H): 0.12, atom 80 (H): 0.08, atom 81 (H): 0.08, atom 82 (H): 0.07, atom 83 (C): -0.12, atom 84 (C): -0.26, atom 85 (C): -0.24, atom 86 (C): -0.23, atom 87 (P): 1.06, atom 88 (C): -0.31, atom 89 (C): -0.24, atom 90 (C): -0.24, atom 91 (C): -0.09, atom 92 (C): -0.26, atom 93 (C): -0.26, atom 94 (C): -0.25, atom 95 (C): -0.09, atom 96 (C): -0.25, atom 97 (C): -0.24, atom 98 (C): -0.28, atom 99 (C): -0.12

Entry 3:
Entry from the Open Molecules 2025 dataset: a cluster of 2 separate species, C5H12NS in total at a distorted geometry (the ωB97M-V functional and the def2-TZVPD basis).

Its total charge is +1. The spin multiplicity is 1. As for the energy relative to the best compared isomer or geometry (same formula, charge and spin): 147.33 kcal/mol. For the frontier orbital gap (alpha / beta), the calculation gives 3.85 / 3.87 eV. For the HOMO energy (alpha / beta), the calculation gives -12.82 / -12.81 eV.

Positions of all 19 atoms, in Å:
C: 1.1096 0.3434 1.8332
C: -1.7032 1.3290 2.1568
C: -1.5464 0.2068 -0.2113
C: 2.4343 -2.0613 -3.2821
C: -0.8990 1.1886 0.7854
N: 0.4310 0.6374 0.8192
S: 1.3661 -1.7887 -1.9260
H: 2.1189 -0.0179 1.6026
H: 0.6017 0.3503 2.7653
H: -1.6378 2.2476 2.8869
H: -2.8718 1.1356 1.9060
H: -1.5038 0.4810 2.6975
H: -1.9147 -0.6823 0.2698
H: -0.8603 -0.0186 -1.0400
H: -2.4793 0.5989 -0.5999
H: 2.5670 -2.9972 -3.8316
H: 3.3908 -1.8261 -2.9955
H: 2.2187 -1.2755 -4.1257
H: -0.8218 2.1490 0.2894

Table of Löwdin atomic charges, one value per atom, all in e: atom 1 (C): 0.02, atom 2 (C): -0.05, atom 3 (C): -0.09, atom 4 (C): -0.45, atom 5 (C): -0.41, atom 6 (N): -0.01, atom 7 (S): 1.03, atom 8 (H): 0.09, atom 9 (H): 0.07, atom 10 (H): 0.12, atom 11 (H): 0.13, atom 12 (H): 0.01, atom 13 (H): 0.08, atom 14 (H): 0.03, atom 15 (H): 0.08, atom 16 (H): 0.08, atom 17 (H): 0.01, atom 18 (H): 0.13, atom 19 (H): 0.13